No. 1
32
Properties=species:S:1:pos:R:3:forces:R:3 method="wB97M-V/def2-TZVPD" homo_lumo_gap_ev=8.5 homo_energy_ev=-12.74 total_charge=+1 lumo_energy_ev=-4.25
C -0.04274 -1.28064 0.07860 1.1 -1.1 3.7
C -1.01265 -0.17876 0.31364 -0.4 0.6 2.2
C 1.42096 -0.86251 0.57078 -0.8 0.4 -1.6
C -0.13858 1.05452 0.72158 0.8 -0.2 -0.7
C 1.24921 0.62420 0.21409 0.6 1.2 -0.2
C 2.44313 -1.71068 -0.23478 1.4 -1.2 2.3
C -0.64222 2.43627 0.35259 -1.7 0.2 -0.7
C -2.85655 -1.54226 1.50164 0.9 -2.0 -0.7
C -1.85661 -0.41539 1.57829 0.3 -1.7 0.9
N 0.63791 0.95506 -3.04412 -1.5 -1.9 4.3
P 1.98703 1.48946 -1.03643 -0.6 -1.4 1.9
H -0.32222 -2.14978 0.70149 0.1 0.1 -0.5
H 0.02872 -1.62393 -0.87837 0.2 -0.7 -2.8
H -1.76722 -0.08181 -0.45978 0.3 0.6 -0.6
H 1.51236 -0.92791 1.67251 0.0 -0.1 -0.6
H -0.09557 1.04433 1.83179 0.2 -0.1 -0.5
H 3.52919 -1.68703 0.15282 -1.7 0.3 -0.3
H 2.49339 -1.37015 -1.24867 -0.2 -0.2 -0.8
H 2.18077 -2.82917 -0.13951 0.1 1.8 -0.5
H -1.81176 2.35426 0.60732 2.6 0.9 -0.5
H -0.57536 2.63098 -0.82097 -0.1 -0.1 2.5
H -0.08096 3.19987 1.00659 -1.2 -0.8 -1.4
H -3.64860 -1.49797 0.76071 -0.3 0.5 0.1
H -3.24086 -1.85180 2.47706 -0.2 0.4 -0.2
H -2.25119 -2.42816 1.15472 -0.7 0.4 0.4
H -1.23892 -0.72857 2.48352 -0.2 0.9 -1.2
H -2.34273 0.49605 1.78209 -0.6 1.3 0.6
H 0.89357 1.52467 -3.72824 0.9 3.1 -3.9
H -0.21578 1.25101 -2.54592 0.5 -0.2 -0.8
H 0.53541 0.01920 -3.35957 0.0 -0.9 -0.3
H 3.29948 1.22413 -1.28158 0.6 -0.6 -0.3
H 1.92939 2.86252 -1.18390 -0.6 0.2 0.1

No. 2
32
Properties=species:S:1:pos:R:3:forces:R:3 method="wB97M-V/def2-TZVPD" homo_lumo_gap_ev="6.0 / 7.4" homo_energy_ev="-9.51 / -12.08" total_charge=+1 multiplicity=3 lumo_energy_ev="-3.47 / -4.72"
C -0.55111 0.14816 -1.16745 0.1 -0.9 -0.3
C 0.29165 -0.92400 1.97022 1.1 -2.3 0.1
C -0.04795 -0.36424 -2.46339 -3.5 -4.0 0.3
C 0.61880 -2.34098 1.43762 -2.1 4.5 -0.8
C 2.66831 1.74268 0.13071 -2.4 0.2 1.4
C -2.06346 0.99658 0.32791 -3.7 -3.4 3.4
C -2.69160 -0.87246 -1.45776 -0.4 2.3 -1.3
C 0.42502 0.81815 -0.34363 0.6 -0.3 -1.0
C 1.84139 0.96308 -0.91927 -0.4 1.3 0.4
N -1.80164 0.06423 -0.74654 3.4 0.3 -1.9
P 0.19989 -0.41603 3.57216 -1.5 1.7 0.2
H -0.54891 0.22967 -3.16424 -0.6 1.1 -1.5
H -0.40968 -1.45479 -2.75405 0.5 2.1 0.8
H 0.96019 -0.37763 -2.63594 2.3 0.4 0.0
H 1.46121 -2.33518 0.86247 2.4 0.2 -1.6
H -0.16912 -2.67851 0.83315 -1.3 -0.6 -1.0
H 0.74591 -3.03567 2.14297 0.4 -2.5 3.3
H 2.45193 2.86109 0.14820 0.6 -1.5 -0.2
H 3.64126 1.44980 0.03054 3.0 0.3 -0.9
H 2.53781 1.35202 1.17608 -0.7 0.4 -0.7
H -3.11548 0.74380 0.67795 1.1 0.6 -0.4
H -1.45925 0.94259 1.27401 -0.3 -0.7 -1.2
H -2.03395 1.96873 0.04453 0.0 2.9 -1.3
H -2.30937 -1.82355 -1.30833 0.1 -2.0 0.5
H -3.66323 -0.65755 -1.14979 -1.7 -0.4 1.3
H -2.86758 -0.73018 -2.55791 1.2 0.4 0.7
H -0.02386 1.70131 -0.04055 -0.2 2.3 0.5
H 0.34316 0.27819 0.64270 0.9 -0.3 -0.1
H 2.16855 -0.11652 -1.00904 0.4 1.5 -0.5
H 1.87664 1.68030 -1.88523 -0.2 -2.4 1.8
H 0.77694 -0.88577 4.68878 1.1 -0.8 0.6
H -0.51936 0.72177 3.98140 0.1 -0.3 -0.6

No. 3
33
Properties=species:S:1:pos:R:3:forces:R:3 method="wB97M-V/def2-TZVPD" homo_lumo_gap_ev=10.2 homo_energy_ev=-9.41 smiles=CC(C)NB(C(C)C)C(C)C lumo_energy_ev=0.74
B 0.23785 0.29711 -0.40932 2.4 -1.3 -0.7
C 0.22734 2.87752 -0.17515 1.4 1.2 3.5
C 2.09063 1.47210 0.92789 0.1 2.0 -0.6
C 2.12728 -1.04997 -2.02300 -2.0 4.8 0.5
C 1.26442 -2.12846 -0.01504 0.8 0.3 -2.2
C -3.17457 -0.28220 -0.29384 1.5 -0.5 -1.5
C -2.25106 -1.10501 1.99891 2.1 4.7 -2.9
C 1.15139 1.61644 -0.22667 -0.5 1.1 -3.4
C 0.91238 -1.02452 -1.09515 -3.2 -3.2 -1.0
C -1.93926 -0.79849 0.47070 -2.3 2.7 0.3
N -0.98198 0.26178 0.22876 1.5 -1.1 0.3
H -0.50993 2.89300 0.69813 0.7 -0.6 -0.9
H -0.36612 3.12828 -1.02109 -0.1 0.1 -1.0
H 0.86094 3.75942 0.21115 -0.8 -0.9 -1.2
H 1.58090 1.25454 1.80012 -0.9 -1.1 1.9
H 2.83019 0.81306 0.65714 1.4 -2.4 -0.2
H 2.72261 2.31315 1.20266 -0.3 0.9 -0.4
H 2.96626 -1.03008 -1.41112 1.9 0.0 0.9
H 2.12056 -0.07956 -2.63248 0.2 -1.7 0.2
H 2.06009 -1.92405 -2.53397 0.3 -2.3 -2.0
H 2.08407 -1.66315 0.44864 1.8 0.1 0.8
H 0.60771 -2.17623 0.78632 -1.9 -0.7 1.2
H 1.58895 -3.13986 -0.43945 -0.7 1.4 0.6
H -3.81318 0.31929 0.23010 -1.2 2.2 1.8
H -2.91660 0.22274 -1.25085 0.1 -0.3 0.7
H -3.83446 -1.03129 -0.56303 -1.2 -2.2 -0.7
H -2.98989 -0.33217 2.26063 0.4 -0.5 0.6
H -1.25702 -0.96730 2.42045 -0.3 -0.1 0.9
H -2.57579 -2.04645 2.03460 -1.5 -3.6 0.7
H 1.84888 1.72772 -1.21438 -1.7 -0.2 2.1
H 0.04664 -1.61737 -1.77163 1.6 1.8 1.6
H -1.68783 -1.65528 -0.04523 1.3 -1.9 -0.8
H -1.03141 1.09529 0.74519 -1.2 1.0 1.0

No. 4
37
Properties=species:S:1:pos:R:3:forces:R:3 method="wB97M-V/def2-TZVPD" homo_lumo_gap_ev=7.9 homo_energy_ev=-11.70 total_charge=+1 lumo_energy_ev=-3.80
N 6.52221 -1.67788 0.02337 0.1 0.3 0.0
C 5.40642 -1.85320 -0.90115 -0.1 0.0 0.1
C 4.28214 -2.69086 -0.26350 0.0 -0.1 0.0
C 3.25265 -1.83718 0.48301 0.2 0.1 0.1
S 1.57820 -2.55212 0.38985 -0.1 -0.1 0.0
S 0.97547 -2.90673 2.31487 0.1 0.0 0.0
C 0.58734 -1.15906 -0.20830 0.1 0.1 0.0
C -0.89652 -1.49026 -0.25600 0.0 -0.1 0.0
C -1.75728 -0.25926 -0.49497 0.0 -0.1 -0.1
Br -1.09489 0.82365 -1.97330 0.0 0.0 0.0
H 6.50466 -0.76816 0.47060 -0.1 -0.1 0.0
H 7.40878 -1.72242 -0.46433 -0.1 -0.1 0.0
H 4.99994 -0.89291 -1.24670 0.0 -0.1 -0.1
H 5.75340 -2.37840 -1.79112 0.0 0.0 0.1
H 4.75562 -3.37053 0.44546 -0.1 -0.1 -0.1
H 3.78959 -3.30793 -1.02017 0.0 0.2 0.0
H 3.48452 -1.73920 1.54344 0.0 0.0 0.0
H 3.15264 -0.83481 0.05908 0.0 -0.1 -0.1
H 1.38047 -1.71621 2.79599 -0.1 0.0 0.0
H 0.99177 -0.99173 -1.21029 0.0 0.1 0.0
H 0.81384 -0.28691 0.40952 0.0 -0.1 0.0
H -1.08645 -2.23830 -1.02880 0.1 0.0 0.0
H -1.21216 -1.91545 0.70145 0.0 0.0 0.0
H -1.79790 0.39586 0.37016 0.0 0.0 0.0
H -2.77280 -0.53027 -0.76381 0.0 0.0 0.1
C -4.53301 2.85713 -1.36375 0.0 0.0 0.0
C -4.55730 2.07361 -0.07431 0.0 0.1 0.0
O -4.53202 0.84986 -0.05763 0.1 0.0 0.0
N -4.59068 2.77646 1.08582 0.0 0.0 0.0
C -4.63970 4.21400 1.26254 0.0 0.0 0.0
H -4.54936 2.15724 -2.19346 0.0 0.0 0.0
H -5.39481 3.52020 -1.44098 0.0 0.0 0.0
H -3.62816 3.46364 -1.42427 0.0 0.0 0.0
H -4.63965 2.19666 1.90941 0.0 0.0 0.0
H -3.79020 4.56673 1.84870 0.0 0.0 0.0
H -5.55778 4.51718 1.76711 0.0 0.0 0.0
H -4.60900 4.70759 0.29644 0.0 0.0 0.0

The evaluated largest force on an atom for the records listed, in turn: 5.06 6.05 5.88 0.28 eV/A.
The evaluated E for the records listed, in turn: -751.26342 -751.08579 -435.66416 -3911.01391 hartree.